This record from the Open Molecules 2025 dataset describes 2 unconnected molecules or ions with the total composition C10H16O at a distorted geometry. The level of theory is ωB97M-V with the def2-TZVPD basis set.

XYZ file:
```
27
Properties=species:S:1:pos:R:3
C 2.34 -2.21 -1.29
C 1.97 -1.02 -2.20
H 2.06 -1.99 -0.26
H 1.67 -3.04 -1.57
H 3.34 -2.58 -1.51
H 2.48 -0.14 -1.80
H 0.88 -0.88 -2.23
H 2.33 -1.14 -3.22
C 0.59 1.91 1.06
C 0.02 3.34 1.21
C -0.42 0.84 0.78
C -0.82 -0.03 1.79
C -0.90 0.64 -0.51
C -1.73 -1.05 1.53
C -1.94 -0.27 -0.73
C -2.24 -1.20 0.24
O -3.13 -2.20 -0.06
H 1.37 1.96 0.30
H 1.13 1.71 2.00
H 0.69 4.07 0.75
H -0.42 -0.08 2.80
H -0.48 1.17 -1.35
H -1.91 -1.84 2.24
H -2.41 -0.25 -1.71
H -3.32 -2.68 0.76
H -0.20 3.57 2.25
H -0.96 3.39 0.73
```

E_HOMO, eV: -8.44
Orbital gap, Eh: 0.34138
LUMO level, eV: 0.8
Energy above the lowest of the compared OMol25 structures with the same formula, charge and spin, kJ/mol: 110.7
Max |F|, hartree/bohr: 0.0372
Structure (SMILES): CCc1ccc(O)cc1.CC
Molecular weight, g/mol: 152.237